(a)
The following is a quantum chemistry calculation of a 11-piece molecular cluster, C36H103N9O11 overall, from the Open Molecules 2025 dataset.

HOMO ... -9.052 eV
E_LUMO ... 0.17 eV
2S+1 ... 1

XYZ file:
```
159
C36H103N9O11 wB97M-V/def2-TZVPD
C 8.411 9.060 0.542
O 7.714 9.018 -0.721
C 7.856 7.858 -1.567
C 7.304 6.547 -0.907
C 7.467 5.198 -1.631
N 5.930 6.647 -0.485
H 9.494 9.100 0.434
H 8.249 8.175 1.157
H 8.085 9.930 1.112
H 7.287 8.183 -2.438
H 8.892 7.869 -1.904
H 7.908 6.329 -0.026
H 8.523 4.937 -1.710
H 7.127 5.207 -2.666
H 6.976 4.394 -1.083
H 5.362 6.995 -1.244
H 5.900 7.401 0.186
C -6.896 2.143 5.211
O -5.781 1.233 5.290
C -6.068 -0.032 5.768
C -4.730 -0.715 6.278
C -3.743 -0.975 5.126
N -4.996 -1.898 7.042
H -7.742 1.681 4.701
H -6.736 3.063 4.649
H -7.206 2.359 6.233
H -6.747 0.061 6.616
H -6.662 -0.613 5.062
H -4.280 0.033 6.933
H -4.044 -1.805 4.486
H -2.763 -1.175 5.559
H -3.558 -0.050 4.580
H -4.677 -2.749 6.601
H -4.420 -1.786 7.865
C 1.471 -0.937 0.321
O 0.376 -1.517 -0.343
C -0.556 -0.577 -0.770
C -1.871 -1.251 -1.153
C -1.773 -2.271 -2.277
N -2.866 -0.352 -1.634
H 2.076 -0.303 -0.327
H 2.129 -1.713 0.713
H 1.125 -0.357 1.177
H -0.860 0.111 0.019
H -0.163 0.005 -1.604
H -2.221 -1.683 -0.216
H -2.757 -2.612 -2.600
H -1.234 -3.187 -2.037
H -1.184 -1.892 -3.113
H -2.960 0.311 -0.878
H -3.730 -0.869 -1.565
C -1.043 -7.381 1.707
O -1.565 -8.691 2.105
C -1.437 -9.731 1.131
C -2.305 -9.508 -0.182
C -3.764 -9.394 0.041
N -2.072 -10.527 -1.187
H -1.718 -6.759 1.120
H -0.142 -7.537 1.114
H -0.702 -6.872 2.609
H -0.387 -9.832 0.854
H -1.778 -10.666 1.575
H -1.908 -8.610 -0.656
H -4.058 -10.215 0.695
H -4.280 -9.545 -0.907
H -3.933 -8.384 0.413
H -2.691 -10.292 -1.950
H -1.207 -10.252 -1.631
C -2.247 8.176 0.067
O -2.893 7.498 1.104
C -4.358 7.351 0.955
C -4.537 5.949 0.228
C -6.082 5.593 -0.122
N -3.915 4.883 0.999
H -2.511 9.233 0.039
H -2.458 7.810 -0.938
H -1.172 8.045 0.195
H -4.840 7.404 1.931
H -4.805 8.147 0.359
H -3.981 5.998 -0.708
H -6.058 4.769 -0.834
H -6.521 6.403 -0.705
H -6.765 5.335 0.687
H -3.118 5.317 1.442
H -4.538 4.548 1.720
C 4.864 3.122 7.172
O 3.826 3.975 6.633
C 3.150 3.445 5.476
C 2.070 4.432 5.097
C 0.755 4.368 5.935
N 1.717 4.368 3.726
H 5.625 2.870 6.432
H 4.367 2.206 7.490
H 5.306 3.528 8.082
H 3.828 3.263 4.641
H 2.820 2.424 5.669
H 2.510 5.420 5.235
H -0.053 4.885 5.417
H 0.865 4.846 6.909
H 0.513 3.327 6.151
H 1.180 5.156 3.394
H 2.474 4.474 3.066
C 7.952 -6.740 3.955
O 8.519 -7.695 4.841
C 8.104 -9.047 4.617
C 8.455 -10.008 5.750
C 9.959 -9.874 6.030
N 8.232 -11.362 5.419
H 8.387 -5.776 4.218
H 6.872 -6.661 4.076
H 8.188 -6.950 2.912
H 7.045 -9.209 4.415
H 8.626 -9.358 3.712
H 8.053 -9.632 6.691
H 10.418 -9.646 5.068
H 10.445 -10.712 6.528
H 10.150 -8.914 6.509
H 7.254 -11.569 5.565
H 8.578 -11.891 6.207
C 2.833 7.292 -5.311
O 2.147 6.620 -4.258
C 1.111 5.659 -4.665
C 1.714 4.398 -5.326
C 0.637 3.433 -5.834
N 2.583 3.584 -4.469
H 3.647 6.655 -5.657
H 3.317 8.180 -4.906
H 2.190 7.547 -6.153
H 0.626 5.319 -3.750
H 0.347 6.180 -5.242
H 2.269 4.877 -6.132
H 0.982 2.476 -6.226
H 0.142 3.951 -6.655
H -0.166 3.270 -5.115
H 2.967 4.314 -3.886
H 1.994 3.111 -3.799
C -5.473 -6.124 -9.571
O -5.428 -4.801 -9.117
C -5.764 -3.883 -10.134
C -5.681 -2.407 -9.672
C -4.232 -2.083 -9.198
N -6.659 -2.161 -8.634
H -4.611 -6.286 -10.217
H -6.386 -6.468 -10.058
H -5.458 -6.793 -8.710
H -5.047 -4.088 -10.930
H -6.802 -4.004 -10.445
H -5.917 -1.798 -10.545
H -3.460 -2.390 -9.903
H -4.040 -2.495 -8.207
H -4.207 -1.001 -9.070
H -6.416 -1.337 -8.102
H -6.577 -2.854 -7.904
O -8.354 -1.535 -1.222
H -8.745 -1.815 -0.394
H -8.826 -0.735 -1.451
O -6.229 2.293 -5.069
H -7.101 2.054 -4.754
H -5.635 1.988 -4.383
```

(b)
The following is a quantum chemistry calculation of a 11-piece molecular cluster, C36H103N9O11 overall, from the Open Molecules 2025 dataset.

HOMO ... -8.669 eV
E_LUMO ... 0.42 eV
2S+1 ... 1

XYZ file:
```
159
C36H103N9O11 wB97M-V/def2-TZVPD
C -0.960 -3.479 -4.525
O 0.010 -4.245 -3.775
C 1.021 -3.469 -3.208
C 1.657 -4.155 -1.974
C 2.863 -3.452 -1.419
N 2.013 -5.530 -2.319
H -1.710 -4.159 -4.947
H -0.371 -2.972 -5.299
H -1.483 -2.788 -3.843
H 1.847 -3.420 -3.978
H 0.701 -2.437 -2.975
H 0.806 -4.222 -1.287
H 3.334 -4.021 -0.619
H 2.450 -2.539 -0.979
H 3.579 -3.085 -2.204
H 1.416 -5.987 -3.021
H 2.924 -5.566 -2.747
C 2.209 -3.033 2.078
O 1.683 -2.399 3.176
C 0.479 -2.932 3.641
C 0.805 -4.179 4.457
C -0.578 -4.673 4.912
N 1.764 -3.941 5.545
H 2.797 -3.915 2.285
H 2.869 -2.355 1.509
H 1.427 -3.361 1.417
H -0.047 -2.200 4.265
H -0.072 -3.136 2.723
H 1.287 -4.858 3.766
H -0.479 -5.412 5.696
H -1.092 -5.215 4.125
H -1.194 -3.850 5.247
H 2.447 -3.251 5.316
H 1.297 -3.463 6.333
C 1.865 0.945 3.752
O 1.903 1.985 2.813
C 1.991 3.316 3.312
C 0.639 3.957 3.618
C -0.159 4.089 2.325
N 0.973 5.259 4.239
H 1.400 0.054 3.290
H 1.219 1.188 4.597
H 2.817 0.674 4.257
H 2.679 3.370 4.150
H 2.443 3.870 2.485
H 0.114 3.329 4.389
H -0.156 3.098 1.884
H 0.444 4.764 1.726
H -1.110 4.578 2.489
H 1.653 5.718 3.683
H 0.279 5.951 4.360
C -2.873 -5.669 0.689
O -3.989 -4.939 1.063
C -3.478 -3.723 1.631
C -4.584 -2.902 2.125
C -5.160 -3.470 3.474
N -5.597 -2.760 1.071
H -2.247 -5.875 1.594
H -2.375 -5.091 -0.110
H -3.148 -6.618 0.267
H -2.751 -4.030 2.359
H -2.980 -3.121 0.856
H -4.175 -1.899 2.302
H -5.795 -4.277 3.250
H -5.702 -2.786 4.156
H -4.368 -3.890 4.084
H -6.166 -3.606 1.060
H -5.143 -2.571 0.189
C -0.879 5.692 -3.422
O 0.130 5.008 -2.683
C 1.342 5.765 -2.680
C 2.280 5.124 -1.667
C 3.633 5.875 -1.463
N 2.512 3.673 -1.952
H -1.719 5.033 -3.417
H -0.523 5.862 -4.430
H -1.200 6.603 -2.934
H 1.827 5.734 -3.687
H 1.181 6.832 -2.454
H 1.751 5.301 -0.729
H 4.358 5.729 -2.264
H 4.142 5.488 -0.556
H 3.521 6.960 -1.416
H 1.633 3.225 -2.152
H 3.078 3.733 -2.826
C -5.330 0.556 0.673
O -4.330 1.437 0.085
C -4.936 2.597 -0.419
C -3.919 3.386 -1.270
C -2.613 3.629 -0.467
N -4.485 4.577 -1.884
H -4.929 -0.384 1.060
H -6.167 0.404 0.028
H -5.635 1.055 1.587
H -5.714 2.511 -1.181
H -5.426 3.150 0.417
H -3.622 2.718 -2.056
H -1.894 4.062 -1.128
H -2.198 2.732 0.007
H -2.798 4.352 0.328
H -4.738 5.204 -1.118
H -5.426 4.380 -2.304
C 5.888 -3.382 3.197
O 5.347 -2.318 2.461
C 5.658 -1.094 2.995
C 5.188 -0.021 1.991
C 5.883 -0.370 0.611
N 5.513 1.299 2.456
H 6.981 -3.272 3.412
H 5.676 -4.308 2.720
H 5.379 -3.374 4.186
H 5.154 -0.966 3.977
H 6.748 -1.080 3.177
H 4.074 -0.028 1.841
H 5.698 0.500 -0.066
H 5.519 -1.276 0.136
H 6.972 -0.408 0.794
H 4.959 1.970 1.918
H 6.460 1.532 2.182
C 1.903 0.203 -1.216
O 0.649 -0.428 -1.369
C 0.062 -0.751 -0.097
C -1.051 0.175 0.231
C -1.718 -0.412 1.477
N -1.954 0.210 -0.934
H 2.230 0.448 -2.228
H 2.632 -0.527 -0.791
H 1.842 1.023 -0.479
H -0.358 -1.763 -0.178
H 0.812 -0.781 0.699
H -0.614 1.188 0.521
H -0.942 -0.698 2.167
H -2.309 -1.250 1.136
H -2.301 0.254 2.068
H -1.444 0.446 -1.808
H -2.791 0.801 -0.856
C -3.950 -0.041 -5.738
O -2.623 0.334 -6.055
C -1.860 0.534 -4.960
C -0.585 1.251 -5.407
C 0.378 1.381 -4.237
N -0.945 2.482 -6.002
H -4.465 -0.169 -6.650
H -4.470 0.691 -5.159
H -4.030 -1.042 -5.243
H -2.416 1.287 -4.333
H -1.695 -0.391 -4.384
H -0.071 0.615 -6.147
H 1.170 2.059 -4.504
H 0.869 0.409 -4.097
H -0.107 1.860 -3.358
H -1.084 2.470 -7.004
H -1.699 2.944 -5.523
O 3.711 2.345 0.320
H 2.950 2.176 0.898
H 3.329 2.853 -0.452
O -3.669 -1.977 -1.421
H -4.376 -1.727 -2.025
H -3.174 -1.102 -1.275
```

Name the most stable of them. (b).

(a)
The following is a quantum chemistry calculation of a 2-piece molecular cluster, C3H10S overall, from the Open Molecules 2025 dataset.

HOMO ... -8.526 eV
E_LUMO ... 0.86 eV
2S+1 ... 1

XYZ file:
```
14
C3H10S wB97M-V/def2-TZVPD
C -0.058 0.528 -1.003
S -0.620 0.712 -2.828
C 0.501 2.063 -3.319
H 1.002 0.673 -0.723
H -0.745 1.210 -0.543
H -0.268 -0.551 -0.745
H 1.534 1.611 -3.257
H 0.511 2.911 -2.595
H 0.615 2.389 -4.467
C -0.476 -2.334 3.845
H 0.349 -1.907 3.300
H -0.735 -3.386 3.678
H -0.318 -2.279 4.864
H -1.291 -1.639 3.793
```

(b)
The following is a quantum chemistry calculation of a 2-piece molecular cluster, C3H10S overall, from the Open Molecules 2025 dataset.

HOMO ... -9.015 eV
E_LUMO ... 1.03 eV
2S+1 ... 1

XYZ file:
```
14
C3H10S wB97M-V/def2-TZVPD
C -4.234 -3.038 -4.886
C -2.760 -3.525 -4.706
H -4.742 -3.094 -3.921
H -4.679 -3.797 -5.520
H -4.170 -2.028 -5.271
H -2.673 -4.559 -4.348
H -2.202 -3.390 -5.626
H -2.328 -2.864 -3.949
C 1.989 1.174 3.480
S 2.637 2.872 3.348
H 2.753 0.477 3.851
H 1.256 1.325 4.267
H 1.666 0.636 2.587
H 3.034 3.330 2.180
```

Name the most stable of them. (b).

(a)
The following is a quantum chemistry calculation of C3H9N2 as an isolated structure, from the Open Molecules 2025 dataset.

HOMO ... -16.227 eV
E_LUMO ... -4.11 eV
Total charge ... +1
2S+1 ... 1

XYZ file:
```
14
C3H9N2 wB97M-V/def2-TZVPD
C -0.619 1.917 0.635
C 0.324 0.545 1.607
C 0.203 -1.595 -1.349
N 0.800 1.372 0.655
N -0.901 0.894 1.615
H -0.711 2.891 1.163
H -1.196 1.887 -0.245
H 0.664 -0.354 2.238
H -0.693 -1.080 -1.018
H -0.279 -2.275 -2.035
H 0.756 -0.836 -1.763
H 1.468 1.170 -0.007
H -1.612 0.786 2.268
H 0.801 -2.001 -0.601
```

(b)
The following is a quantum chemistry calculation of an isolated ion of composition C3H9N2 and charge +1, from the Open Molecules 2025 dataset.

HOMO ... -15.176 eV
E_LUMO ... -4.39 eV
Total charge ... +1
2S+1 ... 1

XYZ file:
```
14
C3H9N2 wB97M-V/def2-TZVPD
C 0.709 0.863 -1.991
C 0.210 0.976 -0.399
N -0.294 -0.265 0.112
C -0.168 -0.670 1.375
N -0.821 -1.661 1.852
H -0.216 0.575 -2.543
H 1.523 0.125 -2.198
H 0.994 1.881 -2.297
H -0.576 1.703 -0.191
H 1.035 1.348 0.218
H -0.135 -0.994 -0.570
H 0.138 0.038 2.077
H -1.638 -2.275 1.628
H -0.762 -1.644 2.927
```

Name the most stable of them. (b).

(a)
The following is a quantum chemistry calculation of a 2-piece molecular cluster, C6H12OS overall, from the Open Molecules 2025 dataset.

HOMO ... -7.434 eV
E_LUMO ... 0.49 eV
2S+1 ... 1

XYZ file:
```
20
C6H12OS wB97M-V/def2-TZVPD
C 0.306 -1.173 -1.090
C -0.070 -0.044 -0.610
C 0.294 -2.569 -0.516
C 1.133 1.973 -0.374
C -0.073 1.362 -1.023
C -1.190 -0.331 1.495
O -0.166 -1.022 2.166
S -1.514 1.289 2.064
H 0.731 -1.040 -2.152
H -0.042 -3.335 -1.157
H 1.393 -2.757 -0.049
H -0.363 -2.585 0.346
H 0.974 2.370 0.690
H 1.508 2.987 -0.902
H 1.975 1.260 -0.449
H -0.967 1.736 -0.629
H -0.124 1.446 -2.148
H -2.166 -0.782 1.234
H 0.458 -0.297 2.239
H -2.098 1.511 0.866
```

(b)
The following is a quantum chemistry calculation of a 2-piece molecular cluster, C6H12OS overall, from the Open Molecules 2025 dataset.

HOMO (alpha / beta) ... -9.054 / -6.864 eV
E_LUMO (alpha / beta) ... 0.43 / -0.81 eV
2S+1 ... 1

XYZ file:
```
20
C6H12OS wB97M-V/def2-TZVPD
C 2.594 -0.594 0.768
C -1.121 -0.582 1.281
C -0.881 1.827 0.727
C 0.225 -1.298 -1.265
C -1.182 0.375 0.116
C -0.157 0.111 -0.984
O 2.979 -1.432 -0.019
S 0.621 1.317 -1.821
H 3.451 -0.028 1.456
H -1.379 -1.566 1.051
H -0.157 -0.584 1.803
H -1.876 -0.179 1.949
H 0.294 1.737 0.955
H -1.601 2.122 1.534
H -0.878 2.676 -0.080
H 1.025 -1.659 -0.503
H -0.651 -1.953 -1.354
H 0.632 -1.454 -2.289
H -2.103 0.460 -0.402
H 0.165 0.704 -2.924
```

Name the most stable of them. (a).

(a)
The following is a quantum chemistry calculation of a 2-piece molecular cluster, C15H16N4O2 overall, from the Open Molecules 2025 dataset.

HOMO ... -6.369 eV
E_LUMO ... -1.07 eV
2S+1 ... 1

XYZ file:
```
37
C15H16N4O2 wB97M-V/def2-TZVPD
O 3.572 3.117 5.127
C 3.538 2.803 3.921
O 4.485 2.841 3.103
C 2.212 2.296 3.314
C 2.086 2.058 1.915
C 0.900 1.652 1.424
C -0.226 1.416 2.249
N -1.381 1.009 1.662
C -2.334 0.787 2.545
C -2.190 0.955 3.936
N -1.094 1.385 4.515
C -0.083 1.619 3.635
C 1.160 2.079 4.133
H 2.959 2.213 1.288
H 0.798 1.499 0.348
H -3.293 0.424 2.169
H -3.037 0.715 4.580
H 1.313 2.269 5.193
C -0.349 -1.132 -5.721
C 0.533 -1.629 -4.590
N -0.115 -1.496 -3.280
C -0.548 -0.322 -2.703
C -1.038 -0.641 -1.481
N -0.877 -1.996 -1.328
C -0.327 -2.496 -2.431
C -1.231 -2.774 -0.140
H -0.572 -0.070 -5.614
H 0.153 -1.274 -6.676
H -1.297 -1.671 -5.743
H 1.470 -1.074 -4.556
H 0.775 -2.680 -4.740
H -0.453 0.607 -3.235
H -1.477 -0.064 -0.678
H -0.082 -3.531 -2.600
H -0.337 -3.253 0.252
H -1.966 -3.529 -0.410
H -1.647 -2.114 0.616
```

(b)
The following is a quantum chemistry calculation of one molecule with the formula C15H16N4O2, from the Open Molecules 2025 dataset.

HOMO ... -7.644 eV
E_LUMO ... -0.06 eV
2S+1 ... 1

XYZ file:
```
37
C15H16N4O2 wB97M-V/def2-TZVPD
C -3.648 -4.232 -1.203
O -2.666 -3.533 -0.482
C -1.887 -2.622 -1.158
C -1.970 -2.364 -2.512
C -1.141 -1.414 -3.097
C -0.232 -0.725 -2.322
C -0.141 -0.976 -0.962
C -0.959 -1.920 -0.356
N -0.871 -2.272 0.983
C -0.392 -1.343 1.981
C -1.371 -0.186 2.149
O -2.509 -0.318 2.539
N -0.917 1.049 1.771
N 0.318 1.281 1.319
C 0.650 2.454 0.950
C 1.975 2.730 0.443
C 2.957 1.740 0.335
C 4.198 2.080 -0.168
C 4.421 3.398 -0.547
N 3.503 4.345 -0.450
C 2.319 4.021 0.028
H -3.205 -4.858 -1.984
H -4.150 -4.868 -0.475
H -4.379 -3.552 -1.653
H -2.679 -2.891 -3.130
H -1.219 -1.222 -4.156
H 0.414 0.017 -2.769
H 0.570 -0.420 -0.373
H -1.682 -2.799 1.280
H -0.326 -1.879 2.931
H 0.593 -0.968 1.708
H -1.592 1.819 1.827
H -0.051 3.295 0.995
H 2.732 0.732 0.647
H 4.978 1.342 -0.266
H 5.376 3.714 -0.945
H 1.600 4.829 0.086
```

Name the most stable of them. (b).